This record from OMol25 describes the ion C14H19ClN5 with charge +1. The level of theory is ωB97M-V/def2-TZVPD.

Calculated values
total charge: +1
SMILES: N/C(N=C1CCCCC1)=N/C(=[NH2+])Nc1cccc(Cl)c1
HOMO energy: -0.439 Eh
HOMO-LUMO gap: 9.27 eV

Geometry (Å):
1 N -3.56 -2.74 0.02
2 C -2.51 -1.92 0.07
3 N -2.55 -0.78 -0.64
4 C -2.76 0.44 -0.38
5 C -3.13 0.95 0.97
6 H -3.74 0.22 1.50
7 H -2.20 1.07 1.55
8 C -3.83 2.30 0.87
9 C -2.92 3.35 0.21
10 C -2.00 2.73 -0.85
11 H -1.03 2.48 -0.41
12 H -1.82 3.45 -1.65
13 C -2.61 1.46 -1.45
14 H -3.60 1.69 -1.84
15 H -2.01 1.07 -2.27
16 H -3.55 4.12 -0.24
17 H -2.31 3.84 0.97
18 H -4.12 2.64 1.86
19 H -4.74 2.18 0.28
20 N 0.25 -1.23 -0.42
21 C 1.56 -0.74 -0.64
22 C 2.24 -0.04 0.35
23 C 3.51 0.45 0.09
24 C 4.10 0.25 -1.15
25 C 3.40 -0.42 -2.14
26 C 2.14 -0.91 -1.90
27 H 1.60 -1.44 -2.67
28 H 3.85 -0.56 -3.11
29 H 5.09 0.63 -1.34
30 Cl 4.35 1.31 1.32
31 H 1.78 0.17 1.30
32 H -0.36 -1.23 -1.23
33 C -0.22 -1.86 0.67
34 N -1.45 -2.33 0.74
35 N 0.58 -2.10 1.71
36 H 1.58 -2.01 1.62
37 H 0.21 -2.66 2.46
38 H -3.48 -3.66 0.42
39 H -4.41 -2.48 -0.45

=====

This record from OMol25 describes the molecule C14H19FN2O3S. The level of theory is ωB97M-V/def2-TZVPD.

Calculated values
energy relative to the best compared isomer or geometry (same formula, charge and spin): 10.812 eV
SMILES: CSCC[C@H](NC(=O)NCCc1ccc(F)cc1)C(=O)O
HOMO energy: -0.304 Eh
HOMO-LUMO gap: 8.26 eV

Geometry (Å):
1 C 2.13 4.47 1.22
2 H 1.37 3.72 1.59
3 H 1.77 5.32 1.22
4 H 3.15 4.35 1.62
5 S 2.45 4.07 -0.80
6 C 3.11 2.48 -0.43
7 C 1.98 1.55 -0.09
8 C 2.70 -0.14 0.01
9 N 1.67 -1.13 0.13
10 C 0.48 -1.03 0.96
11 O 0.53 -0.37 2.14
12 N -0.31 -2.02 0.82
13 H -0.46 -2.36 -0.32
14 C -1.72 -1.97 1.61
15 H -2.05 -2.97 1.41
16 H -1.46 -1.54 2.64
17 C -2.76 -0.76 0.88
18 C -2.97 -1.03 -0.46
19 C -3.92 -2.24 -0.88
20 C -4.13 -2.31 -2.11
21 C -3.25 -1.69 -3.21
22 C -2.39 -0.65 -2.59
23 C -2.23 -0.50 -1.34
24 H -1.54 0.38 -0.99
25 H -1.69 -0.44 -3.59
26 F -3.59 -1.99 -4.49
27 H -4.84 -2.96 -2.68
28 H -4.45 -2.76 -0.06
29 H -2.26 0.23 1.19
30 H -3.69 -0.90 1.55
31 H 1.57 -1.87 -0.55
32 H 3.33 -0.36 -0.88
33 C 3.53 -0.08 1.33
34 O 4.77 -0.02 1.05
35 O 3.01 0.15 2.44
36 H 1.96 -0.09 2.57
37 H 1.40 1.20 -1.09
38 H 1.31 1.74 0.93
39 H 3.87 2.37 0.41
40 H 3.64 2.17 -1.19

=====

This record from OMol25 describes the molecule C14H19N3OS. The level of theory is ωB97M-V/def2-TZVPD.

Calculated values
energy relative to the best compared isomer or geometry (same formula, charge and spin): 1.007 eV
SMILES: CCCCCc1nc2sc3c(c2c(=O)n1N)CCC3
HOMO energy: -0.291 Eh
HOMO-LUMO gap: 8.57 eV

Geometry (Å):
1 C -1.18 -2.89 1.62
2 C -2.59 -2.49 1.18
3 C -3.39 -1.80 2.29
4 C -2.80 -0.48 2.79
5 H -3.42 -0.13 3.61
6 H -1.80 -0.66 3.19
7 C -2.74 0.63 1.72
8 C -1.47 0.62 0.94
9 N -1.45 0.10 -0.25
10 C -0.27 0.09 -0.89
11 C 0.92 0.61 -0.38
12 C 1.99 0.44 -1.30
13 C 1.60 -0.18 -2.44
14 S -0.08 -0.60 -2.47
15 C 2.71 -0.39 -3.41
16 H 3.01 -1.44 -3.43
17 H 2.45 -0.09 -4.43
18 C 3.82 0.50 -2.80
19 H 3.85 1.45 -3.33
20 H 4.80 0.04 -2.89
21 C 3.44 0.75 -1.32
22 H 3.98 0.08 -0.65
23 H 3.65 1.77 -1.01
24 C 0.91 1.22 0.91
25 O 1.83 1.75 1.51
26 N -0.37 1.17 1.52
27 N -0.47 1.84 2.75
28 H -0.57 1.18 3.51
29 H 0.42 2.32 2.86
30 H -3.57 0.50 1.02
31 H -2.82 1.60 2.21
32 H -4.40 -1.61 1.92
33 H -3.47 -2.48 3.14
34 H -2.52 -1.83 0.31
35 H -3.13 -3.39 0.88
36 H -0.56 -2.02 1.80
37 H -1.22 -3.49 2.53
38 H -0.71 -3.49 0.84

=====

This record from OMol25 describes a structure of composition C14H19N5O7Ru. The level of theory is ωB97M-V/def2-TZVPD.

Calculated values
total charge: +3
energy relative to the best compared isomer or geometry (same formula, charge and spin): 0.000 eV
multiplicity: 2
HOMO energy (alpha / beta): -0.628 / -0.627 Eh
expectation value of S²: 0.7563
HOMO-LUMO gap (alpha / beta): 6.53 / 5.33 eV

Geometry (Å):
1 Ru -0.73 -0.25 0.31
2 O 0.87 -0.14 4.09
3 C 0.34 0.02 2.93
4 O 0.64 -0.63 1.92
5 C -0.67 1.13 2.83
6 C -1.11 1.99 3.82
7 C -2.07 2.94 3.47
8 C -2.55 3.01 2.16
9 C -2.06 2.12 1.23
10 N -1.14 1.21 1.59
11 C -2.46 1.93 -0.21
12 O -3.23 2.73 -0.85
13 O -2.00 0.94 -0.82
14 H 1.53 -0.86 4.12
15 H -0.73 1.91 4.83
16 H -2.44 3.63 4.22
17 H -3.30 3.75 1.91
18 H -3.53 3.52 -0.38
19 C -4.01 -4.22 1.39
20 O -3.33 -3.01 1.86
21 C -2.57 -2.31 1.10
22 O -1.99 -1.31 1.59
23 N -2.36 -2.65 -0.19
24 N -1.61 -1.75 -0.98
25 H -4.60 -4.54 2.24
26 H -3.27 -4.97 1.14
27 H -4.67 -3.96 0.56
28 H -2.74 -3.48 -0.63
29 H -2.26 -1.23 -1.58
30 H -0.95 -2.24 -1.59
31 N 0.86 -0.12 -1.00
32 C 1.75 -0.06 -1.75
33 N 2.71 -0.01 -2.60
34 C 2.92 1.16 -3.49
35 C 4.21 1.85 -3.08
36 O 5.28 0.93 -3.08
37 C 5.11 -0.10 -2.15
38 C 3.88 -0.93 -2.51
39 H 2.05 1.82 -3.42
40 H 2.99 0.77 -4.50
41 H 4.11 2.31 -2.09
42 H 4.45 2.63 -3.80
43 H 5.01 0.31 -1.13
44 H 6.00 -0.73 -2.19
45 H 3.67 -1.71 -1.78
46 H 3.99 -1.37 -3.50

=====

This record from OMol25 describes a cluster of 2 separate species, C14H19NO2 in total. The level of theory is ωB97M-V/def2-TZVPD.

Calculated values
energy relative to the best compared isomer or geometry (same formula, charge and spin): 3.533 eV
HOMO energy: -0.255 Eh
HOMO-LUMO gap: 5.87 eV

Geometry (Å):
1 C 1.95 -0.85 -2.28
2 C 2.33 -0.88 -0.80
3 C 1.95 0.28 -0.04
4 C 1.96 0.27 1.41
5 C 1.20 1.40 2.08
6 O 2.59 -0.56 2.08
7 O 2.96 -1.85 -0.34
8 H 1.91 0.16 -2.69
9 H 2.68 -1.44 -2.84
10 H 0.97 -1.32 -2.41
11 H 1.50 1.13 -0.57
12 H 1.15 2.31 1.46
13 H 0.17 1.08 2.30
14 H 1.69 1.64 3.03
15 C 5.26 1.06 -1.20
16 N 4.36 2.21 -1.15
17 C 4.55 3.26 -2.17
18 C 3.63 2.40 -0.07
19 C 2.93 3.65 0.21
20 C 2.05 4.23 -0.72
21 C 1.45 5.45 -0.42
22 C 1.72 6.10 0.79
23 C 2.60 5.52 1.71
24 C 3.19 4.29 1.44
25 H 5.64 0.98 -2.22
26 H 6.10 1.21 -0.51
27 H 4.72 0.15 -0.92
28 H 5.44 2.98 -2.74
29 H 3.69 3.30 -2.86
30 H 4.70 4.25 -1.71
31 H 3.81 1.72 0.77
32 H 1.85 3.72 -1.67
33 H 0.76 5.90 -1.14
34 H 1.22 7.04 1.03
35 H 2.82 6.01 2.66
36 H 3.88 3.81 2.14

=====

This record from OMol25 describes the molecule C14H19NOS. The level of theory is ωB97M-V/def2-TZVPD.

Calculated values
energy relative to the best compared isomer or geometry (same formula, charge and spin): 0.439 eV
SMILES: Cc1ccc(CSCC(=O)N2CCCC2)cc1
HOMO energy: -0.312 Eh
HOMO-LUMO gap: 9.24 eV

Geometry (Å):
1 C -2.48 -0.02 -5.20
2 C -1.65 0.43 -4.04
3 C -0.47 1.14 -4.24
4 C 0.29 1.59 -3.18
5 C -0.12 1.33 -1.87
6 C -1.28 0.61 -1.66
7 C -2.04 0.17 -2.73
8 H -2.95 -0.39 -2.55
9 H -1.61 0.40 -0.65
10 C 0.70 1.80 -0.72
11 H 0.09 2.00 0.16
12 H 1.29 2.68 -0.97
13 S 1.90 0.49 -0.22
14 C 2.26 1.08 1.47
15 C 1.03 0.90 2.34
16 O 0.28 1.83 2.59
17 N 0.79 -0.35 2.78
18 C 1.58 -1.53 2.53
19 C 0.72 -2.67 3.07
20 H 0.03 -3.02 2.29
21 C -0.07 -2.00 4.20
22 C -0.37 -0.63 3.61
23 H -1.28 -0.65 2.99
24 H -0.49 0.16 4.36
25 H 0.56 -1.90 5.08
26 H -0.97 -2.55 4.46
27 H 1.31 -3.52 3.41
28 H 2.53 -1.48 3.08
29 H 1.80 -1.64 1.47
30 H 2.51 2.14 1.41
31 H 3.11 0.50 1.83
32 H 1.20 2.14 -3.36
33 H -0.15 1.35 -5.25
34 H -3.12 -0.86 -4.92
35 H -3.11 0.79 -5.54
36 H -1.84 -0.33 -6.03

=====

Number 1: total energy -34795.0513 eV, maximum force 0.019 hartree/bohr. Number 2: total energy -37492.7987 eV, maximum force 0.314 hartree/bohr. Number 3: total energy -32179.8787 eV, maximum force 0.015 hartree/bohr. Number 4: total energy -39164.1516 eV, maximum force 0.020 hartree/bohr. Number 5: total energy -20408.6096 eV, maximum force 0.031 hartree/bohr. Number 6: total energy -29199.9722 eV, maximum force 0.011 hartree/bohr.